[1]
C20H61N7O12 | the ωB97M-V functional and the def2-TZVPD basis

Computed properties:
LUMO level: 0.2 eV
Energy above the lowest of the compared OMol25 structures with the same formula, charge and spin: 369.62 kJ/mol
HOMO energy: -0.305 Ha
Kohn-Sham gap: 0.312 hartree

```
! RIJCOSX wB97M-V def2-TZVPD def2/J DEFGRID3
* xyz 0 1
C -9.68660 4.23478 -0.68954
O -8.55218 3.45282 -1.07637
C -7.52926 4.31058 -1.64903
C -6.17874 3.54141 -1.45646
N -5.95088 3.19470 -0.06222
C -4.82208 2.29938 -0.01250
C -4.69908 1.60083 1.38273
O -3.33628 1.14837 1.45981
C -3.16720 0.30138 2.52407
H -10.35995 3.63038 -0.08176
H -10.22469 4.76054 -1.47832
H -9.35815 4.96507 0.04998
H -7.32993 5.29175 -1.21814
H -7.74347 4.30031 -2.71773
H -5.41382 4.17725 -1.90223
H -6.25812 2.64171 -2.06665
H -6.77295 2.75587 0.32732
H -3.92587 2.90733 -0.13617
H -4.82899 1.49725 -0.75051
H -5.39857 0.76799 1.31079
H -5.03320 2.00371 2.33884
H -2.16732 -0.12761 2.58969
H -3.92645 -0.46018 2.34609
H -3.39492 0.72740 3.50118
C 8.89309 1.48939 -2.64932
O 7.60530 1.64680 -3.25938
C 7.65784 1.15788 -4.56960
C 6.24543 1.33838 -5.23405
N 5.36530 0.41847 -4.54854
C 4.03212 0.24582 -5.07942
C 3.23312 -0.98438 -4.41761
O 1.83229 -0.72884 -4.39536
C 1.16769 -1.38221 -3.24504
H 8.93606 1.55313 -1.56203
H 9.58214 2.29786 -2.89363
H 9.19473 0.45867 -2.83572
H 7.96626 0.11302 -4.60501
H 8.48698 1.57730 -5.13944
H 6.30271 1.15273 -6.30659
H 5.86742 2.34876 -5.07802
H 5.30079 0.51181 -3.54493
H 4.02489 -0.00493 -6.14016
H 3.46725 1.16242 -4.90953
H 3.56639 -1.13125 -3.39026
H 3.38677 -1.89784 -4.99213
H 1.31698 -2.46161 -3.27241
H 0.08643 -1.25536 -3.19141
H 1.68821 -1.01655 -2.35992
C 1.04826 -1.51854 2.79153
O 2.01369 -1.31888 3.87851
C 1.64690 -1.98386 5.07768
C 2.47677 -1.46564 6.28422
N 2.28945 0.05154 6.31346
C 3.44261 0.61404 7.04288
C 3.64523 2.05619 6.45471
O 4.16828 2.06882 5.08479
C 4.19118 3.42973 4.50539
H 0.88693 -2.59492 2.73260
H 1.41243 -1.23610 1.80374
H 0.08910 -1.05058 3.01316
H 1.71495 -3.06413 4.94920
H 0.58791 -1.84281 5.29383
H 3.50106 -1.81363 6.15070
H 2.25422 -1.93332 7.24331
H 2.02152 0.67450 5.56497
H 4.33512 -0.00992 7.08944
H 3.25487 0.60384 8.11654
H 4.46840 2.44095 7.05673
H 2.78785 2.72459 6.53369
H 3.15800 3.75048 4.63860
H 4.39467 3.45580 3.43486
H 4.90273 4.17147 4.86819
N -2.37541 -2.40325 -3.44747
C -2.97681 -3.52310 -3.44907
N -4.07546 -3.40932 -2.78088
O -2.41910 -4.47160 -3.94326
H -2.68287 -1.65108 -2.84763
H -1.61287 -2.36080 -4.10840
H -4.57586 -4.28620 -2.75289
H -4.38227 -2.53955 -2.36920
N 1.45269 -5.51087 0.58587
C 0.57868 -4.56432 0.64657
N 1.04640 -3.51812 0.00766
O -0.54932 -4.65011 1.19336
H 1.44447 -6.30834 1.20559
H 2.32035 -5.33061 0.10131
H 1.99667 -3.62213 -0.31832
H 0.52050 -2.65597 0.02282
O -0.60894 -1.27913 0.03933
H -0.97028 -1.10929 -0.83062
H -1.37566 -1.42673 0.59304
O -4.14322 -1.14792 -0.93412
H -3.68181 -1.85718 -0.48661
H -3.44841 -0.56431 -1.23885
O -2.84215 -3.11289 0.49117
H -3.41791 -3.70936 0.96968
H -2.00791 -3.57877 0.43418
O -1.88991 0.33297 -2.36640
H -1.17102 0.84551 -1.99661
H -1.99220 0.67033 -3.25632
*
```

---

[2]
C20H62AlF4N22O12 | the ωB97M-V functional and the def2-TZVPD basis

Computed properties:
LUMO level: 1.3 eV
HOMO energy: -0.174 Ha
Kohn-Sham gap: 0.221 hartree

```
! RIJCOSX wB97M-V def2-TZVPD def2/J DEFGRID3
* xyz -1 1
C -0.47466 3.72900 -3.97707
C -0.76528 2.24511 -4.61042
C -1.22634 1.27047 -3.37571
C 0.42332 1.64786 -5.56607
C 1.95115 2.00000 -5.08781
C 2.57823 3.36641 -5.82082
C 2.90584 0.75457 -5.66506
O 3.44214 -0.10834 -4.60255
Al 4.60433 0.80967 -3.44040
C 4.00405 0.27545 -1.50794
F 4.52604 -1.12734 -1.33114
F 4.80724 1.13425 -0.59560
C 2.38321 0.40574 -1.29802
F 1.92210 1.82439 -1.31858
F 1.56103 -0.32943 -2.28974
H 0.10511 3.61901 -2.95431
H 0.00099 4.50168 -4.71782
H -1.54228 4.17793 -3.68602
H -1.72401 2.36799 -5.31121
H -1.52376 0.17243 -3.70335
H -2.22950 1.74113 -2.93182
H -0.45951 1.28586 -2.47134
H 0.29480 1.98428 -6.68401
H 0.32894 0.45910 -5.52448
H 2.01004 2.08895 -3.90188
H 3.69424 3.47260 -5.41883
H 2.02516 4.34845 -5.51128
H 2.58366 3.13694 -6.96878
H 3.81240 1.18519 -6.29338
H 2.28774 0.05671 -6.40369
H 4.44211 2.40702 -3.58598
H 6.14005 0.40185 -3.58392
H 2.09184 -0.02785 -0.23562
C 1.73209 -2.91941 1.16443
O 1.24387 -1.88191 0.74520
N 1.25021 -3.56729 2.24039
N 2.79575 -3.50768 0.58806
H 1.63868 -4.42261 2.60059
H 0.44966 -3.15806 2.70407
H 3.18942 -3.05228 -0.22500
H 3.21195 -4.36185 0.91869
C 3.77255 -2.19607 4.95399
O 4.31242 -3.28893 4.88519
N 3.57075 -1.55664 6.12020
N 3.33101 -1.53338 3.86977
H 3.12805 -0.65645 6.19700
H 3.88834 -2.02095 6.96097
H 3.46334 -1.97984 2.97166
H 2.88395 -0.63285 3.90626
C -1.98492 -4.35128 4.39270
O -0.91320 -3.82732 4.65234
N -2.90078 -3.77623 3.59260
N -2.34606 -5.55059 4.88349
H -3.78876 -4.19205 3.36718
H -2.66855 -2.87242 3.20203
H -1.68514 -6.01773 5.49044
H -3.22410 -5.99814 4.68127
C -1.28690 6.68596 -1.49365
O -1.14560 5.90158 -2.41848
N -0.47017 6.70507 -0.42490
N -2.27205 7.60140 -1.46041
H -0.57052 7.34329 0.34634
H 0.28487 6.03199 -0.41019
H -2.90933 7.62079 -2.24587
H -2.40473 8.25559 -0.70771
C 0.15278 10.50154 0.00749
O -0.37184 9.64770 0.70481
N -0.24049 11.78799 0.01339
N 1.17109 10.23245 -0.82933
H 0.17910 12.50536 -0.55364
H -1.00441 12.03321 0.62953
H 1.49780 9.27564 -0.86434
H 1.61590 10.92191 -1.41151
C 5.30115 -5.91555 7.66784
O 6.37287 -5.39160 7.92749
N 4.38529 -5.34051 6.86774
N 4.94001 -7.11486 8.15863
H 3.49731 -5.75633 6.64232
H 4.61752 -4.43670 6.47717
H 5.60093 -7.58201 8.76559
H 4.06197 -7.56242 7.95642
C -6.31631 -5.96223 2.29045
O -5.39501 -5.82633 3.07992
N -6.48189 -7.07314 1.55011
N -7.24844 -5.01321 2.09006
H -7.23409 -7.20349 0.89480
H -5.80190 -7.81237 1.67046
H -7.16063 -4.16072 2.62765
H -8.01429 -5.10661 1.44439
C -8.96543 -5.84682 5.07857
O -9.57246 -5.31267 4.16385
N -9.57161 -6.28011 6.19860
N -7.63596 -6.04990 5.04851
H -9.08876 -6.72222 6.96254
H -10.57237 -6.14653 6.26179
H -7.14110 -5.73833 4.22299
H -7.11844 -6.48779 5.79186
C -1.85505 4.24140 -7.92400
O -1.14709 3.29180 -7.62810
N -2.94098 4.12230 -8.70900
N -1.61263 5.49198 -7.49166
H -3.53613 4.89246 -8.96371
H -3.15923 3.19747 -9.05599
H -0.80437 5.62542 -6.89806
H -2.18390 6.28666 -7.72463
C 8.88100 -5.79225 4.47667
O 9.62324 -5.64585 3.51845
N 8.43949 -6.99821 4.87714
N 8.43806 -4.76072 5.21789
H 7.82793 -7.13881 5.66355
H 8.74932 -7.80165 4.34626
H 8.74680 -3.83527 4.95019
H 7.82643 -4.86123 6.01032
C -5.04562 4.54127 -5.12195
O -5.65265 5.07542 -6.03667
N -5.65180 4.10798 -4.00192
N -3.71615 4.33819 -5.15202
H -5.16895 3.66587 -3.23798
H -6.65255 4.24157 -3.93873
H -3.22129 4.64976 -5.97753
H -3.19863 3.90031 -4.40867
*
```

---

[3]
C20H62N18O12 | the ωB97M-V functional and the def2-TZVPD basis

Computed properties:
LUMO level: 0.0 eV
Energy above the lowest of the compared OMol25 structures with the same formula, charge and spin: 563.18 kJ/mol
HOMO energy: -0.305 Ha
Kohn-Sham gap: 0.306 hartree

```
! RIJCOSX wB97M-V def2-TZVPD def2/J DEFGRID3
* xyz 0 1
C 0.66730 -4.33149 4.08364
O -0.44653 -3.92674 3.39361
C -0.34616 -2.60270 2.93260
C -1.59193 -2.37345 2.07760
N -1.82095 -3.44345 1.11431
C -0.82804 -3.75035 0.19725
C -1.29804 -5.10273 -0.52005
O -1.51618 -6.17925 0.42547
C -1.92128 -7.43361 -0.09073
H 0.56722 -5.38383 4.34946
H 0.92901 -3.87246 5.03700
H 1.56862 -4.36806 3.47178
H 0.45967 -2.53332 2.20191
H -0.28637 -1.94696 3.80124
H -1.43086 -1.40858 1.59678
H -2.43251 -2.16977 2.74096
H -1.62886 -4.13005 1.82970
H 0.18615 -3.96555 0.53372
H -0.80468 -2.94555 -0.53749
H -0.47549 -5.34979 -1.19123
H -2.09382 -4.91919 -1.24195
H -2.85692 -7.41403 -0.64957
H -1.82840 -8.10712 0.76124
H -1.31853 -7.92511 -0.85442
C 0.41462 4.01491 -0.63862
O 1.78883 4.28974 -0.70943
C 2.51743 4.04437 0.48428
C 1.88998 4.54296 1.76677
N 0.85089 3.60475 2.27394
C 0.37714 3.96812 3.57369
C -0.71355 4.97151 3.58387
O -0.46270 6.23923 2.96995
C 0.53055 7.00682 3.69202
H 0.00673 4.12146 -1.64379
H -0.18728 4.62479 0.03507
H 0.37660 2.98948 -0.27100
H 3.41750 4.62343 0.27776
H 2.79371 2.99008 0.46850
H 1.51462 5.53312 1.50836
H 2.57991 4.71951 2.59195
H 1.20218 2.66410 2.38291
H 1.10591 4.44122 4.23185
H 0.00888 3.09140 4.10648
H -0.90190 5.21459 4.62959
H -1.57468 4.48362 3.12723
H 0.21633 7.21800 4.71415
H 0.56404 8.01813 3.28678
H 1.54137 6.60879 3.60297
N -0.41946 -0.41819 -1.19672
C 0.64408 -0.40444 -0.45548
N 0.63453 0.65515 0.34881
O 1.52285 -1.30163 -0.62098
H -1.23073 0.18343 -1.19528
H -0.40623 -1.04572 -1.98801
H -0.12318 1.31100 0.22293
H 1.47136 0.82183 0.88922
N -4.39638 -1.21850 -0.93255
C -4.15619 0.01959 -0.75174
N -5.18301 0.63465 -0.21390
O -3.07976 0.58915 -1.00814
H -3.62665 -1.70740 -1.36682
H -5.24423 -1.53364 -0.48317
H -5.87014 0.01850 0.19635
H -5.04139 1.63302 -0.15645
N -0.41773 -1.57458 -4.06841
C -1.23885 -2.56036 -3.89340
N -0.59017 -3.61291 -3.78736
O -2.46283 -2.49697 -3.90137
H -0.67555 -0.59920 -4.11600
H 0.48069 -1.81652 -4.46135
H 0.40164 -3.44562 -3.87916
H -1.09844 -4.48508 -3.82016
N 2.08986 0.03339 -3.92946
C 2.65325 1.01947 -3.27561
N 1.78362 1.89573 -2.92469
O 3.80587 1.09054 -2.92176
H 2.60944 -0.83134 -3.97827
H 1.08967 0.05767 -3.79114
H 0.82399 1.73988 -3.19842
H 1.95642 2.70363 -2.34371
N 4.44630 0.33872 3.27697
C 3.42493 0.36465 2.50838
N 3.24080 -0.84168 1.94573
O 2.69221 1.30535 2.33084
H 4.62783 1.19375 3.78299
H 4.85915 -0.58129 3.33393
H 3.87452 -1.59651 2.16649
H 2.36268 -1.07844 1.50648
N -3.29169 0.39633 2.48700
C -2.23148 1.11756 2.74145
N -2.03555 1.86141 1.73395
O -1.59524 1.08044 3.81472
H -3.76895 -0.06105 3.25063
H -3.76869 0.59915 1.62015
H -1.36686 2.61829 1.72504
H -2.87106 2.08093 1.21067
N 4.44399 -3.56330 -4.22768
C 3.43270 -2.97638 -3.67796
N 3.45462 -2.86769 -2.39880
O 2.41901 -2.66129 -4.27321
H 5.29313 -3.69641 -3.69726
H 4.52331 -3.43511 -5.22637
H 2.65966 -2.50757 -1.89041
H 4.36275 -2.80173 -1.96170
N -1.42747 3.43917 -4.54777
C -1.63003 2.34963 -3.90081
N -2.72705 2.25821 -3.23230
O -0.82383 1.46941 -3.74653
H -2.16727 4.12606 -4.51677
H -0.62549 3.62967 -5.13141
H -3.08171 3.15584 -2.93465
H -2.72116 1.48881 -2.57802
*
```

---

[4]
C20H63N23O12 | the ωB97M-V functional and the def2-TZVPD basis

Computed properties:
LUMO level: 0.0 eV
HOMO energy: -0.293 Ha
Kohn-Sham gap: 0.294 hartree

```
! RIJCOSX wB97M-V def2-TZVPD def2/J DEFGRID3
* xyz 0 1
C -20.73941 -33.37849 -8.28214
C -21.53652 -33.77558 -9.50375
C -23.04234 -33.51996 -9.26743
C -21.03276 -32.83988 -10.74725
C -21.58966 -33.35557 -12.13306
C -20.99438 -34.75104 -12.21855
C -21.38773 -35.75049 -11.10478
C -22.87309 -36.15696 -11.32948
C -20.46956 -37.03416 -11.16685
N -21.20915 -35.17294 -9.81761
O -21.55734 -36.04656 -8.81883
H -20.98253 -33.96130 -7.39370
H -19.67664 -33.49955 -8.49183
H -20.94211 -32.35531 -7.96575
H -23.56376 -32.56923 -9.37852
H -23.54267 -33.88038 -10.16624
H -23.46919 -34.07962 -8.43516
H -21.39227 -31.84386 -10.48884
H -19.95069 -32.77671 -10.86237
H -22.66596 -33.44459 -11.98553
H -21.31072 -32.71488 -12.96960
H -19.90485 -34.72663 -12.19748
H -21.31080 -35.25609 -13.13119
H -22.90309 -36.80695 -12.20396
H -23.60908 -35.38616 -11.55812
H -23.32471 -36.75117 -10.53509
H -20.52964 -37.70612 -10.31072
H -19.42477 -36.75373 -11.30060
H -20.60410 -37.57434 -12.10398
H -20.67806 -36.42609 -8.75225
N -23.69739 -32.92579 -5.10174
C -24.29333 -32.28701 -6.08477
N -25.56424 -32.53221 -6.12161
O -23.60909 -31.41618 -6.77874
H -22.69221 -32.83060 -5.07626
H -24.21300 -33.57695 -4.52708
H -26.05255 -31.98511 -6.81612
H -25.97265 -33.38021 -5.75527
N -24.75194 -25.75392 -8.02442
C -25.15384 -25.85834 -9.27464
N -26.02231 -24.93189 -9.60775
O -24.54927 -26.60558 -10.07134
H -25.17370 -25.05455 -7.43020
H -24.11097 -26.40968 -7.60106
H -26.30255 -24.79159 -10.56790
H -26.53680 -24.48613 -8.86163
N -19.15700 -29.59445 -11.76617
C -18.96857 -30.05939 -10.54218
N -17.68265 -30.27681 -10.34397
O -19.89094 -30.17465 -9.65451
H -18.49362 -29.33149 -12.48092
H -20.10658 -29.30234 -11.94801
H -17.41433 -30.75779 -9.49735
H -16.97057 -30.12149 -11.04320
N -21.97148 -30.02737 -2.06761
C -21.79491 -29.26418 -3.12325
N -22.37538 -29.88321 -4.16600
O -21.10708 -28.22950 -3.29010
H -22.71691 -30.69326 -2.21261
H -21.69498 -29.58950 -1.20048
H -22.12069 -29.29093 -4.94345
H -22.87449 -30.76109 -4.14832
N -19.34275 -26.24124 -5.04288
C -18.94474 -25.70456 -6.09788
N -18.06377 -24.79293 -5.83346
O -19.39010 -25.72990 -7.17725
H -18.70957 -26.00728 -4.29159
H -20.05586 -26.95462 -5.09450
H -17.55028 -24.86663 -4.96685
H -17.67396 -24.29528 -6.62117
N -27.28800 -28.53091 -7.92623
C -26.53938 -29.55960 -7.84726
N -25.27430 -29.27758 -7.93626
O -26.84858 -30.75296 -7.70606
H -28.25541 -28.51848 -7.63629
H -26.82247 -27.63942 -7.83335
H -24.69807 -29.94014 -7.43719
H -25.08331 -28.36413 -8.32256
N -24.50445 -27.97957 -4.93186
C -24.46557 -26.95719 -4.15031
N -23.50717 -26.16209 -4.56388
O -25.23518 -26.76416 -3.18701
H -23.72326 -28.13327 -5.55333
H -25.17297 -28.68263 -4.65099
H -23.43535 -25.32396 -4.00490
H -22.76778 -26.42726 -5.19877
N -17.28171 -24.77102 -10.08427
C -17.10983 -25.96902 -9.51477
N -18.03204 -26.77862 -9.93234
O -16.22502 -26.19640 -8.73221
H -18.12436 -24.65990 -10.62989
H -16.67630 -24.07448 -9.67390
H -17.93406 -27.73193 -9.61345
H -18.63967 -26.58630 -10.71586
N -23.48955 -27.65663 -12.31170
C -22.56939 -28.53381 -12.40114
N -22.20345 -28.96308 -11.22963
O -22.10165 -28.98603 -13.37557
H -23.78899 -27.42707 -11.37482
H -23.83202 -27.13513 -13.10596
H -21.53475 -29.71607 -11.15248
H -22.67466 -28.57601 -10.42450
N -19.94113 -23.63572 -9.23648
C -19.97497 -22.32587 -9.03999
N -20.20892 -21.87728 -10.18872
O -19.44100 -21.66088 -8.18148
H -20.26518 -24.03066 -10.10775
H -19.55436 -24.18287 -8.48075
H -20.70208 -22.51494 -10.79723
H -20.01217 -20.92968 -10.47760
N -21.74860 -29.73674 -7.90559
C -21.61371 -28.50128 -7.53380
N -20.72255 -27.95168 -8.27496
O -22.12563 -28.07495 -6.54985
H -21.21339 -30.08189 -8.68950
H -22.18639 -30.36825 -7.25013
H -20.35929 -27.03483 -8.05694
H -20.40988 -28.59413 -8.98882
*
```

---

> What is the Kohn-Sham gap in the first record?

0.312 hartree

---

> Which formula does entry 2 have?

C20H62AlF4N22O12

---

> Look up the LUMO level of the first one.

0.2 eV